Computed, not measured: a structure of composition C34H33BiN10SSe3SiTe in a non-equilibrium geometry, with wB97M-V/def2-TZVPD.

Net charge: 0
HOMO: -6.9283 eV
Energy relative to the best compared isomer or geometry (same formula, charge and spin): 12.5 kcal per mole
LUMO energy: -0.45 eV
Max |F|: 3.97 eV Å⁻¹
Total energy: -278579.032 eV

```
84
Properties=species:S:1:pos:R:3:forces:R:3:mulliken_charge:R:1
Bi 1.144363 -0.728753 -0.533367 0.3 -0.3 -0.7 0.80
C 3.229773 1.731042 3.322796 -0.9 0.0 -0.3 -0.61
C 3.097910 1.534246 1.954172 -1.8 1.1 -0.1 0.07
N 1.936396 1.770886 1.314335 -0.5 -0.8 0.9 -0.08
C 0.817657 1.933508 2.082662 0.9 0.8 -0.8 0.27
C 0.959528 1.991061 3.466028 0.4 0.4 0.5 -0.19
N 2.171717 1.980117 4.072602 -1.0 -0.2 0.0 -0.67
C -0.519447 2.238849 1.396645 -1.5 0.3 1.9 -0.50
C -1.581406 2.875156 2.168228 0.2 -0.5 -0.8 -0.69
C -2.895153 2.914680 1.654602 1.8 -0.7 -0.5 1.21
C -3.061289 2.467493 0.318579 0.3 0.0 -0.4 -0.96
C -1.985956 1.926686 -0.434464 0.8 0.9 3.8 0.87
N -0.765699 1.750700 0.210489 -0.7 -0.2 -1.7 0.54
C -2.092925 1.564628 -1.837320 -1.4 1.7 -1.5 -0.88
C -2.684208 2.525241 -2.734135 -0.1 -1.3 0.4 -0.52
N -2.810926 2.238785 -4.023928 0.0 0.2 -0.1 -0.67
C -2.375048 1.041998 -4.469268 0.1 0.7 2.9 -0.68
C -1.858203 0.117614 -3.579376 0.4 0.4 0.6 -0.93
N -1.687498 0.409133 -2.267998 -0.1 -1.4 -0.9 1.01
C -4.005695 3.257772 2.572866 -0.1 -0.2 -0.2 0.38
C -5.210225 2.580941 2.600464 -0.9 -1.4 -0.6 -0.47
C -6.135862 2.730221 3.634412 1.2 1.4 0.2 -0.51
N -5.963153 3.585277 4.660122 1.0 -0.6 -1.2 -0.61
C -4.811418 4.259371 4.586555 -0.3 0.8 0.9 -0.44
C -3.838445 4.157527 3.584534 0.4 1.5 1.2 -0.24
H 4.199620 1.738952 3.778781 0.3 -0.1 0.3 0.42
H 3.933307 1.336589 1.349954 0.9 -0.4 -0.9 0.39
H 0.085834 2.176442 4.109776 0.6 -0.3 -0.2 0.40
H -1.398173 3.243962 3.179883 0.0 -0.2 -0.4 0.32
H -4.055841 2.596402 -0.110999 0.3 -0.3 -0.2 0.78
H -3.138839 3.450808 -2.338630 0.5 -0.4 -0.4 0.53
H -2.424698 0.824945 -5.482212 -0.3 -0.2 -1.8 0.53
H -1.466654 -0.828811 -3.935450 -0.3 -0.1 0.3 0.59
H -5.409356 1.843130 1.818561 0.0 0.1 0.3 0.32
H -7.047425 2.222187 3.698093 -1.1 -1.0 -0.4 0.46
H -4.733081 4.937046 5.444973 0.6 0.0 -0.5 0.36
H -2.967161 4.834555 3.587820 -0.5 -0.5 0.3 0.45
C 5.810009 -2.830186 -1.322187 -0.2 0.2 0.2 -1.72
C 4.930340 -1.719016 -0.862302 -1.3 0.0 1.7 0.28
N 4.124645 -1.841380 0.148794 0.9 0.6 -0.9 -0.04
N 4.104915 -2.991502 0.850698 0.4 -1.3 -0.2 -0.27
C 3.410924 -3.083053 2.026688 1.1 -1.4 -1.0 0.43
N 3.488913 -4.301403 2.575465 -0.3 -1.7 1.1 -0.44
S 2.605018 -1.966731 2.831779 -1.5 2.5 0.8 -0.36
C 4.923449 -0.406385 -1.578102 0.0 0.7 0.1 0.96
C 5.316926 -0.400075 -2.946110 0.1 1.6 1.3 -0.96
C 5.394466 0.847605 -3.526159 -0.5 2.3 -1.2 -0.61
C 4.999566 2.029613 -2.810450 1.1 -1.8 -1.5 -0.51
C 4.659241 1.893121 -1.523488 -2.1 -0.2 2.5 -0.21
N 4.567422 0.716138 -0.890731 1.1 -1.9 -0.8 0.04
H 5.422998 -3.184081 -2.258210 -0.3 -0.8 -0.4 0.25
H 6.001311 -3.597529 -0.574472 -0.4 -0.2 -0.2 0.52
H 6.783599 -2.486460 -1.532755 1.2 0.8 -0.4 0.42
H 4.607748 -3.861379 0.539127 -0.8 1.5 0.3 0.21
H 3.960393 -5.088189 2.146794 -0.2 0.2 0.1 0.15
H 2.951873 -4.453669 3.446035 0.7 0.2 -1.1 0.22
H 5.548736 -1.288109 -3.494067 0.2 -0.3 -0.1 0.61
H 5.659008 1.062470 -4.600040 -0.2 -0.8 1.2 0.29
H 4.935761 3.002639 -3.230590 0.2 0.5 -0.7 0.46
H 4.206296 2.708782 -0.913009 0.7 -0.3 -0.7 0.27
Se 1.096028 -2.659804 -2.521758 0.3 0.1 0.5 -0.19
Se 2.752309 -1.832916 -3.973478 -0.5 -0.4 0.3 -0.25
Te 1.369185 0.122310 -4.584437 0.1 1.0 0.3 -0.09
Se 1.259689 1.373801 -2.339315 0.2 -0.6 -0.8 -0.57
C -1.512929 -1.030868 2.053409 -1.1 0.0 -0.4 -0.68
Si -1.092018 -1.963644 0.486314 -0.8 1.0 -1.8 0.16
C -0.496101 -3.678180 0.881577 -0.6 0.5 0.3 -0.79
C -2.559921 -2.170391 -0.718493 0.4 -0.2 0.1 0.74
C -2.338326 -3.000222 -1.802747 -1.0 -0.4 -0.7 -0.52
C -3.330800 -3.201643 -2.796452 1.3 0.8 0.9 -1.00
C -4.468963 -2.438042 -2.835357 -0.8 0.6 1.7 -0.51
C -4.736120 -1.594870 -1.718890 0.3 -0.7 -0.7 -0.57
C -3.802530 -1.553471 -0.681962 -0.7 1.9 0.0 -0.05
H -1.988296 -1.869297 2.585933 0.1 0.6 0.6 0.61
H -2.223512 -0.161038 1.993871 0.6 -0.9 -0.2 0.00
H -0.590671 -0.696283 2.506012 0.2 -0.1 0.5 0.07
H -1.011923 -3.956236 1.803610 0.5 -0.3 0.2 0.38
H 0.558317 -3.596017 0.940814 1.2 -0.1 0.9 0.03
H -0.629437 -4.439488 0.145535 -0.6 -0.3 -0.7 0.42
H -1.383909 -3.489983 -1.929453 0.0 -0.3 0.0 0.23
H -3.097934 -3.872527 -3.572371 0.2 -0.7 -1.0 0.43
H -5.200270 -2.524114 -3.623599 0.0 0.0 -0.2 0.42
H -5.656935 -0.989381 -1.683655 0.6 -0.4 0.0 0.39
H -3.980804 -0.769321 0.061399 0.0 -0.5 0.2 0.30
```
Forces are in eV/Å.

***

Computed, not measured: a structure of composition C18H28ClILaN3OP2 in a non-equilibrium geometry, with wB97M-V/def2-TZVPD.

Net charge: +2
HOMO: -14.0966 eV
Energy relative to the best compared isomer or geometry (same formula, charge and spin): 0.0 kcal per mole
LUMO energy: -6.95 eV
Max |F|: 3.81 eV Å⁻¹
Total energy: -65687.333 eV

```
55
Properties=species:S:1:pos:R:3:forces:R:3:mulliken_charge:R:1
C 0.184035 0.646381 -5.323723 -0.5 0.5 -0.3 -1.16
C 0.097885 0.257444 -3.904674 2.0 0.8 2.2 0.84
H 0.207890 1.732221 -5.482124 -0.1 -0.3 0.3 0.36
H -0.697658 0.215806 -5.831346 0.5 0.1 -0.1 0.36
H 1.122711 0.213081 -5.713483 -0.5 0.0 0.0 0.35
O 0.181483 0.877949 -2.843614 -0.8 -1.7 -3.3 -0.53
I -0.170814 -3.760511 0.013999 0.2 0.6 -0.2 -0.41
La 0.229329 -0.929641 -1.006967 -0.3 -1.5 -0.4 1.29
P 3.119768 -0.705868 -1.983784 1.0 -0.3 -0.2 0.50
C 4.300849 0.307825 -1.033980 -0.3 0.1 0.2 -1.24
C 3.803627 -2.390147 -1.765380 -0.3 -0.1 0.1 -1.22
H 4.858132 -2.405679 -2.055163 -0.1 0.0 0.0 0.42
H 4.794959 -0.433138 -3.685839 -0.3 0.0 -0.1 0.45
H 3.242108 -3.106443 -2.374621 0.1 0.1 0.1 0.36
H 3.264840 -1.015157 -4.424616 0.2 0.1 0.2 0.34
H 4.200279 0.091599 0.032418 0.1 0.1 -0.1 0.39
H 3.707618 -2.702067 -0.721029 0.1 0.0 -0.1 0.40
C 3.700170 -0.337274 -3.679484 -0.3 0.3 -0.3 -1.13
H 5.319379 0.078493 -1.357049 -0.1 0.1 0.1 0.43
H 3.441507 0.693285 -3.957703 0.1 -0.2 0.1 0.35
H 4.074797 1.368753 -1.193967 0.2 -0.2 0.1 0.38
P -2.668252 -0.758716 -2.034326 -1.3 -0.3 0.2 0.63
C -3.659358 0.255125 -0.869145 0.4 0.2 0.1 -1.27
C -3.437894 -0.245007 -3.614284 0.5 0.2 -0.2 -1.23
H -2.993702 -3.104930 -2.506056 -0.2 0.0 0.1 0.35
H -4.540517 -2.320832 -2.035936 0.2 0.0 0.1 0.41
H -3.307485 -2.757824 -0.798521 -0.1 0.0 -0.2 0.36
C -3.469611 -2.395414 -1.818915 0.4 -0.1 0.0 -1.23
H -3.093280 -0.883141 -4.437731 -0.2 0.1 0.2 0.35
H -4.529246 -0.323416 -3.511669 0.3 0.0 -0.1 0.43
H -4.726228 0.074657 -1.045154 0.2 0.1 0.1 0.43
H -3.433069 1.319570 -1.021733 -0.1 -0.2 0.1 0.38
H -3.173614 0.795356 -3.842413 -0.1 -0.2 0.0 0.36
H -3.395612 -0.017875 0.160879 -0.2 0.1 -0.2 0.33
Cl 0.359072 -1.620259 -3.836215 -0.6 0.8 -0.3 -0.15
N -2.242501 1.790427 9.283287 1.0 -0.1 -2.3 -0.40
C -1.803113 1.765935 8.200391 -1.0 0.1 2.2 -0.08
C -1.288739 1.724122 6.858599 0.3 -0.3 -0.3 0.47
C -2.155419 1.863503 5.764915 0.2 0.4 -0.6 -0.92
C -1.662411 1.741586 4.454319 0.4 -0.3 1.4 -0.53
C -0.303360 1.431366 4.296299 -0.8 0.3 1.2 1.79
C 0.585524 1.391629 5.361512 -0.4 -0.2 0.5 -0.55
C 0.080210 1.486580 6.657191 0.1 0.5 -0.3 -0.87
N 0.148681 0.982816 3.054820 0.7 -0.6 -2.6 0.30
C 1.356296 0.324645 2.792063 -0.6 0.1 -0.6 -0.64
C 1.334133 -0.075322 1.485732 -1.1 0.8 0.7 -0.59
N 0.107270 0.341541 0.933153 -0.2 1.2 1.8 -0.31
C -0.573149 0.975444 1.905224 1.4 -0.5 -0.2 -0.18
H -3.211414 2.093793 5.934099 0.4 -0.2 -0.1 0.43
H -2.335926 1.812189 3.613202 -0.1 0.0 0.1 0.22
H 1.645421 1.213029 5.180379 -0.4 0.1 0.3 0.35
H 0.762288 1.415640 7.499927 -0.2 0.0 -0.1 0.45
H 2.104636 0.187139 3.536586 0.2 -0.1 0.2 0.34
H 2.075492 -0.635080 0.907322 -0.1 0.2 0.4 0.61
H -1.538026 1.454814 1.784339 0.3 -0.2 0.0 0.42
```
Forces are in eV/Å.

***

Computed, not measured: the molecule C24H19N3O6 in a non-equilibrium geometry, with wB97M-V/def2-TZVPD.

Net charge: 0
Structure (SMILES): Cc1ccc(C(=O)N/C(=C\c2cccc([N+](=O)[O-])c2)C(=O)Nc2cccc(C(=O)O)c2)cc1
HOMO: -9.0036 eV
LUMO energy: -0.79 eV
Max |F|: 1.38 eV Å⁻¹
Total energy: -41950.593 eV

```
52
Properties=species:S:1:pos:R:3:forces:R:3:mulliken_charge:R:1
C -2.896120 -2.366032 -2.527874 0.1 -0.1 0.0 -1.51
C -2.669132 -0.996209 -1.974268 0.0 0.1 0.0 1.15
C -1.496105 -0.304917 -2.261335 0.0 0.0 0.0 -0.73
C -1.251204 0.935706 -1.708399 -0.1 0.1 0.1 -0.03
C -2.173202 1.512283 -0.841286 -0.3 -0.2 -0.4 0.34
C -3.377029 0.858001 -0.603243 0.2 0.2 0.0 -1.29
C -3.612397 -0.386795 -1.153746 0.0 0.0 -0.1 -0.61
H -4.544856 -0.893006 -0.948765 -0.1 -0.1 0.0 0.39
H -4.115660 1.333047 0.024033 -0.1 0.1 0.1 0.49
C -1.936719 2.859342 -0.262162 0.0 0.0 -0.1 -0.11
O -2.783961 3.725078 -0.236126 -0.1 0.0 0.1 -0.64
N -0.668244 3.124946 0.197272 0.3 0.7 0.0 -0.02
C 0.387180 2.293375 0.546507 0.0 -0.6 0.4 -0.34
C 0.290501 1.091396 1.137688 0.2 0.5 -0.2 0.36
C -0.948272 0.421625 1.532009 -0.3 -0.2 0.4 -0.35
C -1.143440 -0.911309 1.190532 -0.1 -0.1 0.0 -0.19
C -2.315385 -1.549210 1.567385 0.2 1.3 0.5 -0.60
C -3.282087 -0.902355 2.327514 0.1 -0.3 -0.1 -0.46
C -3.068049 0.413121 2.696223 0.1 0.0 0.0 -0.96
C -1.920526 1.073412 2.293493 0.1 -0.1 0.1 -0.03
H -1.765367 2.102491 2.579575 0.0 0.1 0.0 0.46
H -3.803226 0.930653 3.292448 -0.1 0.0 0.0 0.43
H -4.177777 -1.433217 2.609797 0.0 0.0 0.0 0.51
N -2.543254 -2.904621 1.139761 -0.1 -0.5 -0.2 1.21
O -3.533208 -3.470133 1.549520 -0.2 -0.2 0.1 -0.67
O -1.736733 -3.397911 0.377328 0.2 -0.2 -0.1 -0.64
H -0.407820 -1.447914 0.610894 0.0 0.0 0.0 0.64
H 1.193983 0.535879 1.338648 0.1 0.1 0.0 0.85
C 1.696636 3.016074 0.416023 0.0 0.1 0.0 0.01
O 1.715829 4.229652 0.519234 -0.1 0.0 0.0 -0.70
N 2.866126 2.335583 0.272989 0.5 0.3 0.1 0.02
C 3.185354 1.021235 -0.087053 0.1 -0.6 -0.2 0.16
C 4.388430 0.494818 0.368616 -0.1 -0.1 0.0 -0.53
C 4.770155 -0.795784 0.019575 -0.3 0.0 -0.2 0.08
C 3.950774 -1.573101 -0.793513 0.2 0.0 0.1 -0.67
C 2.765133 -1.038412 -1.264263 -0.1 0.0 0.0 -0.77
C 2.385685 0.248933 -0.928363 0.1 0.1 0.0 0.33
H 1.467735 0.654743 -1.318051 -0.1 0.0 -0.1 0.32
H 2.128999 -1.625282 -1.908764 -0.1 -0.1 -0.1 0.49
H 4.250096 -2.574589 -1.055340 0.0 -0.1 0.0 0.47
C 6.065085 -1.299191 0.537652 0.5 0.2 0.4 0.36
O 6.808306 -0.663827 1.242403 -0.1 0.0 0.0 -0.58
O 6.343921 -2.548684 0.144911 -0.1 -0.5 -0.3 -0.45
H 7.198529 -2.826403 0.510219 -0.1 0.3 0.1 0.36
H 5.044217 1.074623 1.001237 0.0 0.1 0.1 0.47
H 3.672285 2.934674 0.419955 -0.3 0.0 0.0 0.28
H -0.439351 4.112682 0.299540 -0.2 -0.2 0.0 0.25
H -0.358873 1.483248 -1.976563 0.1 0.0 0.0 0.90
H -0.773013 -0.745411 -2.932553 0.1 0.0 -0.1 0.49
H -2.367595 -3.097362 -1.914147 0.0 -0.1 0.0 0.24
H -3.952986 -2.620064 -2.524396 -0.1 -0.1 0.0 0.38
H -2.513373 -2.444872 -3.542775 0.0 0.0 -0.1 0.42
```
Forces are in eV/Å.

***

The highest total energy belongs to which entry?
C24H19N3O6

***

Which of these has the lowest total energy?
C34H33BiN10SSe3SiTe

***

Among the records above, which one has the lowest max |F|?
C24H19N3O6

***

The lowest HOMO belongs to which entry?
C18H28ClILaN3OP2